The following is a quantum chemistry calculation of a structure of composition C18H29CsN3O5, from OMol25.

CARTESIAN COORDINATES (ANGSTROEM)
Cs: -0.667 -0.836 0.258
C: 3.518 -2.620 1.910
N: 3.135 -1.428 2.652
C: 3.606 -1.307 4.014
C: 2.558 -0.395 1.983
O: 2.257 -0.446 0.808
C: 2.281 0.880 2.796
O: 1.814 1.870 1.937
C: 0.844 2.702 2.515
C: 0.464 3.790 1.505
O: 1.237 4.124 0.627
N: -0.758 4.351 1.679
C: -1.663 4.005 2.752
C: -1.323 5.141 0.609
H: 3.271 -3.508 2.494
H: 4.593 -2.619 1.703
H: 2.966 -2.658 0.973
H: 3.673 -2.305 4.446
H: 2.916 -0.728 4.626
H: 4.598 -0.845 4.077
H: 3.201 1.198 3.307
H: 1.542 0.651 3.578
H: 1.218 3.185 3.432
H: -0.042 2.112 2.772
H: -1.120 3.669 3.631
H: -2.375 3.242 2.427
H: -2.222 4.897 3.051
H: -0.658 5.091 -0.248
H: -1.455 6.184 0.911
H: -2.287 4.707 0.336
N: -1.594 0.386 -2.559
C: -3.013 0.761 -2.557
C: -3.264 1.828 -1.502
C: -2.901 1.268 -0.113
O: -3.351 0.132 0.154
O: -2.112 1.940 0.604
H: -1.030 1.087 -3.024
H: -1.446 -0.511 -3.005
H: -3.581 -0.128 -2.280
H: -3.364 1.102 -3.540
H: -4.317 2.124 -1.504
H: -2.655 2.715 -1.698
C: 1.207 -4.198 -0.327
C: -0.005 -3.965 -0.956
C: -1.278 -4.193 -0.322
C: -2.473 -3.865 -0.924
C: -2.534 -3.328 -2.214
C: -1.316 -3.136 -2.878
C: -0.105 -3.427 -2.290
H: 2.140 -4.030 -0.853
H: 1.251 -4.657 0.654
H: -1.277 -4.602 0.685
H: -3.393 -4.030 -0.371
H: -3.478 -3.077 -2.677
H: -1.322 -2.747 -3.894
H: 0.815 -3.246 -2.838

Force components x, y, z for each atom (eV/Å):
0.1 -0.4 -0.2
0.0 0.0 0.0
0.0 0.0 0.0
0.0 0.0 0.0
0.0 0.3 0.0
0.2 -0.1 0.0
0.0 -0.1 0.0
0.1 0.1 -0.1
-0.1 0.0 0.0
0.0 -0.1 0.1
0.0 -0.1 -0.1
0.2 0.1 0.1
-0.3 0.1 0.0
0.0 0.0 0.0
0.0 0.0 0.0
0.0 0.0 0.0
0.0 0.0 0.1
0.0 0.0 0.0
0.0 0.0 0.0
0.0 0.0 0.0
0.0 0.0 0.0
0.0 -0.1 0.0
0.0 0.0 0.0
0.0 0.0 0.0
0.0 0.0 0.0
0.1 -0.1 0.0
0.1 0.0 -0.1
0.0 0.1 0.0
0.0 0.0 0.0
0.0 0.0 0.0
-0.1 0.0 0.0
0.0 0.0 0.0
0.1 0.0 0.1
0.1 0.0 -0.1
-0.3 0.1 0.1
-0.1 0.0 0.0
0.0 0.0 0.0
0.0 0.0 -0.1
0.0 0.0 0.0
0.0 0.0 0.0
0.0 0.0 0.0
0.0 0.0 0.0
0.0 0.1 0.0
0.1 -0.1 0.0
0.0 0.1 0.0
0.0 0.0 0.0
0.0 0.0 0.0
0.0 0.0 0.0
0.0 0.1 0.1
0.0 0.0 0.0
0.0 0.0 0.0
0.0 0.0 0.0
0.0 0.0 0.0
0.0 0.0 0.0
0.0 0.0 0.0
0.0 0.0 0.0

Multiplicity ... 1
Total energy ... -34393.8086 eV
HOMO-LUMO gap ... 0.15229 Eh
Charge ... -1
Lowest unoccupied orbital energy ... 1.97 eV

The following is a quantum chemistry calculation of the molecule C3H5NOS2 in a non-equilibrium geometry, from OMol25.

CARTESIAN COORDINATES (ANGSTROEM)
S: -2.132 0.975 -0.980
C: -0.874 0.622 0.102
N: -0.567 1.320 1.166
S: 0.572 0.632 2.215
C: 0.000 -0.673 -0.090
C: 0.517 -1.107 -1.349
O: 1.364 -0.650 -0.162
H: -1.374 2.068 1.238
H: 1.579 0.979 1.183
H: -0.383 -1.529 0.433
H: 0.499 -2.222 -1.509
H: 0.800 -0.415 -2.247

Force components x, y, z for each atom (eV/Å):
1.3 -0.2 1.2
-0.4 -2.2 -2.8
-3.3 1.8 -0.2
2.1 1.8 -0.8
-2.8 1.3 -0.2
2.4 0.4 -2.0
0.6 -0.8 -1.3
2.5 -1.3 0.9
-1.1 -0.8 2.4
-0.5 -0.1 0.9
0.3 1.4 0.0
-1.2 -1.4 1.8

Multiplicity ... 1
Total energy ... -28396.6414 eV
HOMO-LUMO gap ... 0.32213 Eh
Lowest unoccupied orbital energy ... 0.11 eV

The following is a quantum chemistry calculation of a cluster of 2 separate species, C5H15N2O in total in a non-equilibrium geometry, from OMol25.

CARTESIAN COORDINATES (ANGSTROEM)
C: 0.870 2.250 -1.687
N: 0.205 1.977 -0.414
C: 0.119 3.103 0.512
C: -0.522 0.851 -0.243
H: 1.425 3.192 -1.607
H: 1.543 1.427 -1.961
H: 0.144 2.369 -2.503
H: 0.808 3.889 0.178
H: -0.888 3.544 0.526
H: 0.362 2.796 1.538
H: -1.319 0.924 0.510
H: -0.715 0.288 -1.158
O: 0.748 -3.721 0.823
C: -0.381 -3.213 0.082
C: -0.803 -1.960 0.819
N: 0.117 -0.794 0.669
H: 0.935 -4.619 0.503
H: -0.063 -2.995 -0.950
H: -1.214 -3.935 0.117
H: -1.769 -1.650 0.435
H: -0.902 -2.154 1.899
H: 1.016 -1.150 0.309
H: 0.286 -0.420 1.603

Force components x, y, z for each atom (eV/Å):
0.2 -0.2 -0.6
-0.7 -1.4 0.2
-0.2 0.3 0.6
-0.2 1.1 -0.5
0.0 -0.5 0.0
0.0 0.3 0.1
0.0 0.0 0.3
-0.1 -0.4 0.3
0.2 -0.2 -0.1
0.1 0.1 -0.3
0.3 -0.1 -0.5
-0.1 0.2 0.3
-0.4 -0.3 -0.6
0.8 -0.2 0.9
-0.6 0.5 0.1
1.2 -0.1 0.2
0.1 0.4 0.2
-0.4 -0.1 0.1
0.3 0.4 -0.2
-0.4 0.1 0.0
-0.1 -0.2 -0.5
-0.3 0.4 0.3
0.3 -0.1 -0.3

Multiplicity ... 1
Total energy ... -10448.3632 eV
HOMO-LUMO gap ... 0.39180 Eh
Charge ... +1
Lowest unoccupied orbital energy ... -2.95 eV

The following is a quantum chemistry calculation of a structure of composition C21H33F3KN6O4S4 in a non-equilibrium geometry, from OMol25.

CARTESIAN COORDINATES (ANGSTROEM)
K: -0.071 1.259 1.353
C: -2.651 -1.090 -2.513
C: -3.109 0.176 -1.809
S: -2.908 0.206 -0.024
C: -4.400 -0.622 0.550
C: -4.338 -2.141 0.652
S: -3.092 -2.659 1.854
C: -2.506 -4.236 1.184
C: -1.771 -4.151 -0.163
S: -0.449 -2.916 -0.085
C: 0.364 -3.206 -1.669
C: -0.417 -2.741 -2.900
S: -0.873 -0.993 -2.861
H: -3.209 -1.224 -3.445
H: -2.828 -1.947 -1.881
H: -4.155 0.394 -2.046
H: -2.529 1.024 -2.172
H: -5.223 -0.342 -0.116
H: -4.634 -0.192 1.525
H: -4.113 -2.559 -0.324
H: -5.323 -2.523 0.949
H: -3.322 -4.965 1.126
H: -1.806 -4.600 1.938
H: -2.478 -3.904 -0.959
H: -1.356 -5.135 -0.404
H: 0.622 -4.265 -1.774
H: 1.308 -2.657 -1.613
H: -1.323 -3.333 -3.034
H: 0.192 -2.913 -3.790
C: -3.585 3.939 0.404
C: -2.253 4.076 -0.231
N: -1.324 3.148 -0.241
C: -0.259 3.693 -0.914
C: -0.565 4.956 -1.329
N: -1.843 5.188 -0.875
C: 0.124 6.020 -2.094
O: 1.311 5.723 -2.556
O: -0.442 7.081 -2.271
C: 1.041 2.952 -1.083
O: 1.941 3.550 -1.710
O: 1.119 1.829 -0.582
H: -3.481 3.375 1.327
H: -4.275 3.395 -0.241
H: -4.013 4.911 0.627
H: -2.325 6.068 -1.019
H: 1.541 4.736 -2.334
C: 3.198 0.574 1.681
N: 4.624 0.260 1.740
C: 5.095 0.064 0.373
N: 4.382 -1.005 -0.319
C: 2.966 -0.651 -0.324
N: 2.437 -0.489 1.020
C: 2.643 -1.723 1.757
N: 4.051 -2.101 1.825
C: 4.775 -1.000 2.454
C: 4.540 -2.225 0.457
H: 3.052 1.498 1.123
H: 2.810 0.700 2.691
H: 6.165 -0.184 0.398
H: 4.957 0.995 -0.183
H: 2.403 -1.450 -0.821
H: 2.810 0.280 -0.864
H: 2.080 -2.528 1.262
H: 2.254 -1.595 2.769
H: 5.838 -1.259 2.497
H: 4.402 -0.875 3.474
H: 3.990 -3.033 -0.039
H: 5.604 -2.491 0.483
F: 0.554 2.367 3.362
C: -0.409 1.517 4.051
F: -1.555 1.744 3.180
F: 0.018 0.228 3.529

Force components x, y, z for each atom (eV/Å):
-0.3 -0.9 -1.1
0.0 0.0 -0.2
-0.2 0.2 -0.1
0.1 0.2 0.2
-0.2 -0.1 -0.1
-0.2 -0.1 0.0
0.1 -0.1 0.2
0.1 0.0 -0.3
-0.2 -0.1 0.1
0.0 0.0 0.1
0.0 -0.1 -0.1
0.0 -0.2 0.0
0.0 0.1 -0.1
0.1 0.0 0.0
0.0 -0.3 0.1
0.0 -0.1 0.0
0.0 0.2 0.0
0.0 0.0 0.0
0.1 0.0 0.0
0.1 -0.1 -0.1
0.1 0.0 0.0
0.1 0.1 -0.1
0.0 0.0 0.1
0.0 0.0 0.0
0.0 0.1 0.1
0.0 0.0 0.0
-0.2 -0.1 0.0
0.0 0.0 0.0
0.0 0.1 0.0
-0.1 -0.1 0.1
-0.1 -0.1 0.1
0.0 0.2 -0.1
0.1 -0.3 -0.1
-0.2 0.4 0.0
0.1 0.2 -0.2
0.3 -0.3 -0.1
-0.6 0.8 -0.5
-0.1 0.3 0.0
-0.5 0.1 0.0
0.7 0.0 -0.6
0.6 -0.3 -0.6
0.0 0.0 0.1
0.0 0.0 0.0
-0.1 0.1 0.0
0.1 -0.3 0.0
0.5 -0.1 0.6
-0.2 0.1 0.0
0.1 0.1 0.1
0.4 0.2 -0.2
0.1 -0.1 -0.1
-0.3 0.0 -0.3
-0.3 0.2 0.1
-0.5 -0.3 0.1
0.1 -0.1 0.0
0.3 0.0 0.3
0.2 -0.4 -0.2
0.0 0.1 0.0
0.0 0.1 0.1
-0.1 0.1 0.0
0.0 -0.1 0.0
0.2 0.2 0.1
0.0 0.0 -0.1
0.1 0.1 0.2
0.0 0.0 0.0
0.0 0.0 0.0
0.0 0.0 0.0
0.0 0.0 0.0
-0.1 0.0 0.0
-0.1 0.0 0.8
0.0 0.1 0.2
0.0 0.0 0.7
-0.1 0.2 0.6

Multiplicity ... 1
Total energy ... -107265.4520 eV
HOMO-LUMO gap ... 0.25038 Eh
Charge ... -1
Lowest unoccupied orbital energy ... 1.81 eV